DFT (wB97M-V/def2-TZVPD) results for a structure of composition C17H31BeN3P2 at a distorted geometry.

The geometry in ORCA input format:
```
! wB97M-V def2-TZVPD RIJCOSX def2/J DEFGRID3
* xyz 0 1
P -0.413 -3.456 -5.133
P 0.117 -0.332 -5.213
N -0.052 1.266 1.395
N -0.495 -1.608 -2.302
N -0.624 -0.689 -0.050
C 1.267 0.916 -5.975
C 1.108 2.396 -2.872
C 0.180 -4.416 -2.413
C -0.159 2.059 -2.648
C -1.028 -2.432 -6.564
C -1.405 0.726 -5.512
C -1.277 -5.022 -5.458
C -1.134 2.799 -1.836
C -1.268 4.296 -2.276
C 1.829 3.519 -2.196
C 0.517 5.125 -0.696
C -0.610 5.307 -1.399
C -0.544 -1.013 -1.269
C 1.299 -3.893 -5.707
C 1.400 3.919 -0.759
C -0.297 0.383 0.659
C -0.083 -1.262 -6.796
Be -0.160 -2.913 -3.216
H 0.434 -4.181 -1.376
H -1.161 -3.029 -7.474
H -0.886 -5.462 -6.383
H 2.318 4.179 -0.215
H -2.037 -2.115 -6.240
H -2.112 2.311 -1.967
H 1.783 4.377 -2.881
H -1.392 1.566 -4.809
H -0.456 -0.563 -7.554
H -0.906 4.375 -3.314
H -2.353 -4.830 -5.554
H -0.615 -5.161 -2.356
H 0.975 3.068 -0.215
H 1.427 1.769 -5.310
H -1.448 1.103 -6.547
H -1.189 6.233 -1.336
H 0.837 5.891 0.016
H 2.239 0.449 -6.160
H -1.115 -5.706 -4.618
H 1.717 1.803 -3.557
H -0.513 1.075 -2.993
H 1.038 -4.929 -2.852
H -2.293 0.112 -5.323
H 1.224 -4.459 -6.652
H -2.357 4.508 -2.272
H 1.915 -2.999 -5.857
H 2.881 3.201 -2.131
H 0.917 -1.581 -7.112
H 0.889 1.301 -6.931
H -0.916 2.694 -0.769
H 1.808 -4.513 -4.956
*
```

Summary:
Energy relative to the best compared isomer or geometry (same formula, charge and spin), kcal/mol: 0.0
HOMO level, eV: -8.63


DFT (wB97M-V/def2-TZVPD) results for a structure of composition C17H31Br12F3N3O2 at a distorted geometry.

The geometry in ORCA input format:
```
! wB97M-V def2-TZVPD RIJCOSX def2/J DEFGRID3
* xyz 1 1
Br -4.091 1.506 -5.220
Br -4.276 3.988 3.159
Br -4.779 0.880 -2.174
Br -1.029 -1.221 1.381
Br -3.698 -2.796 2.132
Br -4.082 4.124 7.163
Br -4.580 6.889 5.670
Br -1.421 3.430 1.846
Br -7.013 4.911 6.198
Br -5.601 -1.183 -4.444
Br -2.432 6.420 2.261
Br -3.508 0.362 2.528
F 3.118 -2.613 -0.058
F 2.307 -3.956 1.449
F 4.469 -3.802 1.179
O 5.777 0.527 1.527
O 2.638 -2.378 3.354
N 1.787 0.463 -0.694
N 3.642 -0.069 0.647
N 3.918 0.247 -1.658
C -5.325 5.563 6.848
C 1.054 0.710 -1.939
C -2.566 -1.309 2.558
C -0.894 -0.172 -3.235
C 3.056 0.216 -0.562
C 4.546 0.999 1.138
C -0.360 0.142 -1.832
C -2.314 -2.896 -3.237
C -0.781 -2.759 -3.316
C 3.395 -1.956 2.239
C -5.333 0.670 -4.010
C -2.475 4.624 2.940
C -2.791 -2.988 -1.787
C 6.609 0.126 0.456
C 3.312 -3.104 1.202
C -0.299 -1.421 -3.883
C 2.780 -0.676 1.675
H -2.021 4.639 3.921
H 2.336 -1.619 3.855
H 0.794 -1.413 -3.856
H 4.672 1.729 0.331
H -6.282 1.173 -4.121
H 4.098 1.512 1.984
H -0.400 -3.545 -3.966
H -2.632 -3.802 -3.745
H -1.977 -0.257 -3.206
H 3.929 -0.631 -2.163
H 1.792 -0.941 1.312
H 7.598 -0.066 0.857
H -2.190 -1.463 3.558
H -2.640 -2.055 -1.253
H 1.034 1.781 -2.133
H -2.279 -3.806 -1.282
H -0.690 0.680 -3.888
H 6.256 -0.795 -0.006
H -3.852 -3.232 -1.767
H -0.349 -2.956 -2.334
H -0.559 -1.398 -4.941
H -1.023 0.863 -1.359
H -0.302 -0.773 -1.238
H -2.825 -2.059 -3.699
H 6.696 0.916 -0.291
H 4.427 -1.804 2.548
H 1.554 0.244 -2.781
H -5.505 6.041 7.799
H 1.207 0.481 0.135
H 3.740 1.032 -2.272
H 2.635 0.021 2.502
*
```

Summary:
HOMO level, eV: -11.80


DFT (wB97M-V/def2-TZVPD) results for a structure of composition C17H31BrCl24F6GaO2S at a distorted geometry.

The geometry in ORCA input format:
```
! wB97M-V def2-TZVPD RIJCOSX def2/J DEFGRID3
* xyz -1 1
Br 2.130 1.287 -1.066
Ga 2.910 -0.739 -2.135
Cl 7.298 -1.619 3.344
Cl 4.777 -6.163 0.462
Cl -2.718 3.569 -0.037
Cl -3.263 6.142 -3.806
Cl -0.637 8.535 -7.035
Cl -1.052 -1.695 4.745
Cl -5.495 -4.294 2.172
Cl -2.542 2.492 -4.101
Cl -4.601 1.365 0.335
Cl 0.281 3.547 -6.026
Cl 0.372 0.218 6.424
Cl 2.012 1.786 -4.452
Cl 6.134 0.644 1.903
Cl -4.779 3.938 4.091
Cl 1.115 6.794 -5.461
Cl 0.070 2.838 2.124
Cl 6.243 -4.266 2.142
Cl -2.575 2.099 4.674
Cl -3.604 -2.088 1.846
Cl -2.533 -0.366 -4.710
Cl -5.463 -6.669 6.206
Cl -5.515 -3.807 6.808
Cl -5.534 4.453 -4.533
Cl 1.783 1.087 3.725
S 1.818 -2.644 -1.295
F -0.235 -3.506 0.003
F -1.877 -1.916 -0.707
F -0.450 -0.843 -1.835
F -0.826 -0.326 0.212
F 0.846 -1.955 1.045
F 5.479 -1.649 -2.947
O 2.697 -3.564 -0.591
O 1.213 -3.332 -2.422
C -3.599 2.253 -0.819
C 4.929 -0.791 -1.981
C 0.378 -2.340 -0.130
C 5.928 -0.507 3.225
C 5.481 -1.061 -0.572
C 0.134 1.409 3.166
C -6.153 -5.097 5.783
C -3.228 1.208 -5.104
C -5.023 5.996 -3.840
C 0.367 2.113 -4.975
C -3.105 3.494 3.723
C -4.477 -3.387 1.040
C -0.539 7.117 -5.977
C 5.769 -5.954 1.909
C 5.958 -2.499 -0.347
C -0.696 -1.313 -0.646
C -0.058 -1.478 6.187
H -0.911 6.253 -6.518
H 5.141 -3.136 -0.025
H 2.552 -0.701 -3.676
H 6.438 -2.929 -1.224
H 6.372 -0.440 -0.464
H -4.238 2.671 -1.589
H -0.614 -1.824 7.051
H -3.020 1.435 -6.144
H -5.429 6.800 -4.443
H -1.148 7.298 -5.101
H -7.229 -5.143 5.911
H -0.242 2.286 -4.097
H -0.507 1.583 4.029
H 0.853 -2.056 6.072
H -3.758 -4.067 0.596
H 6.666 -6.555 1.809
H 6.694 -2.507 0.448
H -5.109 -2.958 0.271
H -5.907 -4.875 4.751
H -5.398 6.064 -2.825
H -2.461 4.335 3.953
H -0.007 1.255 -5.524
H 5.842 0.041 4.156
H 4.811 -0.722 0.206
H 5.198 -6.278 2.772
H -0.219 0.549 2.607
H 5.026 -1.086 3.047
H 5.272 0.208 -2.264
H -4.299 1.171 -4.936
H -3.033 3.244 2.671
H -2.882 1.569 -1.261
*
```

Summary:
HOMO level, eV: -5.74


DFT (wB97M-V/def2-TZVPD) results for a structure of composition C17H31Cl3O2P2Pb at a distorted geometry.

The geometry in ORCA input format:
```
! wB97M-V def2-TZVPD RIJCOSX def2/J DEFGRID3
* xyz 0 1
Pb 0.911 -1.462 -1.306
Cl 6.371 -1.232 0.302
Cl 5.248 0.004 -2.076
Cl 4.210 -2.570 -1.094
P -1.084 -1.544 0.139
P -0.880 -1.562 -2.995
O 4.233 0.517 1.162
O 2.597 -0.208 -0.197
C -1.846 3.076 3.040
C 1.478 1.454 2.020
C -1.319 0.223 -3.187
C 3.815 -0.149 0.217
C -2.417 -2.270 -2.258
C 1.017 2.850 1.574
C 1.960 -0.726 -3.235
C -0.811 -3.176 0.923
C -0.832 -2.112 -4.727
C -1.537 3.018 1.578
C 0.788 0.838 3.172
C -1.735 -0.564 1.522
C -2.639 -1.783 -0.826
C -0.137 1.395 3.973
C 4.903 -0.973 -0.624
C -0.354 2.827 0.979
C -0.670 2.793 4.023
H -3.131 -0.797 -0.856
H 2.415 0.235 -2.959
H 1.378 0.757 1.166
H -3.297 -2.462 -0.263
H -0.758 0.620 -4.046
H 0.184 -3.569 0.661
H -3.268 -1.963 -2.887
H -2.673 2.388 3.276
H -2.398 0.333 -3.378
H -2.623 -1.048 1.951
H -2.355 -3.367 -2.304
H -2.259 4.068 3.283
H 1.154 3.576 2.378
H -0.452 -3.139 -4.768
H 2.772 -1.461 -3.368
H -2.418 3.163 0.939
H 0.099 3.559 3.889
H -1.047 0.821 -2.305
H -0.537 0.770 4.776
H -1.582 -3.869 0.563
H -2.006 0.444 1.190
H 2.571 1.453 2.162
H -0.987 -0.464 2.311
H 1.393 -0.623 -4.172
H -1.836 -2.079 -5.157
H -0.176 -1.463 -5.315
H -0.867 -3.064 2.015
H -0.351 2.653 -0.100
H 1.156 -0.168 3.413
H 1.716 3.107 0.762
H -1.090 2.923 5.041
*
```

Summary:
Energy relative to the best compared isomer or geometry (same formula, charge and spin), kcal/mol: 39.2
HOMO level, eV: -6.88


DFT (wB97M-V/def2-TZVPD) results for a structure of composition C17H31Cl3O2P2Ru at a distorted geometry.

The geometry in ORCA input format:
```
! wB97M-V def2-TZVPD RIJCOSX def2/J DEFGRID3
* xyz 2 5
Ru 0.208 -2.147 2.586
Cl 0.481 -4.087 3.895
Cl -3.722 -3.781 -0.624
Cl -4.672 -1.313 0.461
P 1.473 -0.770 1.692
P 0.572 1.085 -1.825
O -2.741 -1.644 2.442
O -1.369 -3.173 1.450
C -0.424 -1.045 4.106
C -2.438 -2.463 1.541
C -2.457 1.441 -1.688
C 2.321 -0.433 -0.016
C -0.516 1.182 0.457
C -0.711 -1.043 -1.124
C -1.051 -0.147 0.249
C 2.418 0.548 2.523
C -0.448 2.159 -0.515
C 2.148 0.799 -0.915
C -1.438 0.913 -2.654
C -1.885 2.486 -0.710
C 1.377 0.674 -3.639
C 0.573 2.882 -2.656
C -0.551 -0.245 -2.369
C -3.434 -2.460 0.369
C 2.310 -2.314 2.239
H -2.179 -0.203 0.349
H 2.224 0.593 3.597
H 1.689 -0.387 -3.704
H -0.149 2.845 -3.484
H 2.256 -3.111 1.464
H 3.463 0.278 2.338
H 0.136 -0.105 4.239
H -2.399 2.391 0.262
H -1.424 -0.975 3.624
H -1.541 -1.770 -1.154
H 3.285 -1.907 2.524
H -1.973 3.510 -1.080
H -3.229 1.971 -2.243
H 1.593 3.070 -3.022
H 0.267 3.686 -1.957
H 1.955 -2.451 3.315
H 2.935 0.735 -1.691
H -0.463 -1.763 4.958
H -3.002 0.622 -1.192
H 2.243 1.305 -3.900
H -0.402 1.408 1.518
H -0.277 -0.857 -3.268
H 0.616 0.836 -4.428
H -1.565 1.177 -3.727
H -0.735 -0.864 1.071
H 0.226 -1.604 -0.922
H 2.255 -1.351 -0.607
H 2.421 1.715 -0.364
H 2.209 1.524 2.071
H 3.360 -0.403 0.332
H 0.183 2.981 -0.190
*
```

Summary:
Expectation value of S²: 6.307
Energy relative to the best compared isomer or geometry (same formula, charge and spin), kcal/mol: 85.4
HOMO level (alpha / beta), eV: -13.57 / -14.83


DFT (wB97M-V/def2-TZVPD) results for a structure of composition C17H31Cl3O2P2V at a distorted geometry.

The geometry in ORCA input format:
```
! wB97M-V def2-TZVPD RIJCOSX def2/J DEFGRID3
* xyz 2 2
V -1.928 0.517 -0.193
Cl 1.246 -4.063 0.382
Cl -0.337 -4.162 -2.127
Cl -1.561 -4.867 0.446
P -1.035 0.061 -2.527
P -0.884 2.556 0.844
O 0.047 -1.512 -0.836
O -1.809 -1.929 0.403
C -2.423 2.043 1.640
C -4.177 4.333 -1.135
C -3.206 5.564 -3.123
C -1.372 2.565 -0.967
C -0.345 -3.857 -0.359
C -5.505 3.472 -3.213
C -2.322 -0.867 -3.444
C -3.256 3.178 -4.220
C -0.026 0.832 -3.834
C -2.030 1.556 -1.935
C -3.164 4.985 -1.740
C -0.758 -2.277 -0.213
C -4.330 2.650 -3.600
C -0.224 4.144 1.238
C 0.342 1.302 1.201
C -5.503 4.115 -1.792
C -3.001 4.653 -4.355
H -3.040 1.221 -1.561
H -2.630 0.957 1.635
H -5.647 4.283 -3.947
H 0.391 4.518 0.405
H -0.083 0.289 1.087
H -2.069 3.403 -0.910
H -3.605 5.069 -5.180
H 1.188 1.431 0.523
H -2.176 2.334 2.663
H -3.235 -0.925 -2.846
H -6.109 3.487 -1.127
H -2.548 -0.415 -4.415
H 0.789 0.125 -4.046
H -0.480 2.990 -1.443
H -3.301 2.604 1.312
H -2.560 2.550 -4.801
H -0.608 1.024 -4.748
H -2.267 5.262 -1.173
H -1.046 4.851 1.409
H -2.414 6.336 -3.163
H -1.959 4.761 -4.687
H -4.414 1.574 -3.434
H -1.959 -1.894 -3.565
H -6.401 2.831 -3.267
H -2.194 2.088 -2.866
H -4.151 4.121 -0.058
H 0.728 1.430 2.227
H -6.049 5.072 -1.879
H 0.417 4.086 2.130
H 0.410 1.770 -3.469
H -4.167 6.085 -3.251
*
```

Summary:
Expectation value of S²: 0.873
Energy relative to the best compared isomer or geometry (same formula, charge and spin), kcal/mol: 0.0
HOMO level (alpha / beta), eV: -14.28 / -14.30


DFT (wB97M-V/def2-TZVPD) results for a cluster of 2 separate species, C17H31ClNO9PS in total at a distorted geometry.

The geometry in ORCA input format:
```
! wB97M-V def2-TZVPD RIJCOSX def2/J DEFGRID3
* xyz 0 1
Cl 0.440 4.415 0.061
S -1.535 0.422 -3.120
P 2.581 0.935 0.452
O -2.602 0.824 -4.242
O 3.819 1.909 0.760
O 1.327 -4.600 2.940
O 1.325 1.403 1.034
O -1.676 -0.943 -2.732
O 3.039 -0.416 1.157
O 2.548 0.746 -1.139
O -2.021 0.283 2.522
O -1.714 1.317 -2.016
N -1.196 -2.561 0.534
C 0.021 0.705 -3.932
C -2.872 0.250 1.439
C 2.419 -1.616 0.636
C -2.392 -2.216 1.307
C 2.068 5.078 -0.310
C 1.191 0.252 -3.051
C -0.141 -1.543 0.608
C 3.470 3.298 0.876
C 1.127 -2.006 1.379
C -3.975 -0.974 -0.237
C -4.335 1.376 -0.041
C -4.599 0.173 -0.658
C 0.600 -5.692 3.502
C 3.143 3.999 -0.467
C -3.466 1.427 1.024
C -3.090 -0.966 0.820
C 1.272 1.054 -1.730
H 2.934 3.307 -1.285
H 0.421 0.744 -1.125
H 1.964 5.695 -1.203
H -1.721 1.189 2.658
H 4.044 4.557 -0.765
H 2.251 -1.608 -0.446
H 0.023 0.072 -4.829
H 2.151 0.205 -3.573
H 4.372 3.789 1.258
H 2.702 3.486 1.632
H 0.967 -0.782 -2.743
H -0.476 -0.582 0.999
H 1.134 -3.102 1.476
H 0.192 -1.354 -0.427
H -3.106 -3.044 1.172
H 3.142 -2.420 0.821
H 1.172 -1.608 2.399
H -2.227 -2.148 2.395
H -4.801 2.297 -0.382
H 0.154 1.742 -4.257
H -3.454 0.940 -3.790
H 1.165 2.113 -1.993
H -0.457 -5.436 3.493
H -4.204 -1.909 -0.743
H -3.241 2.366 1.524
H 2.259 -4.838 2.954
H -5.316 0.177 -1.477
H -0.830 -3.431 0.906
H 2.339 5.718 0.535
H 0.754 -6.597 2.909
H 0.917 -5.870 4.532
*
```

Summary:
SMILES: O=[P@@](OCCCCl)(OCCCNCc1ccccc1O)OCCCS(=O)(=O)O.CO
HOMO level, eV: -8.12


DFT (wB97M-V/def2-TZVPD) results for a structure of composition C17H31F3O2P2Pd at a distorted geometry.

The geometry in ORCA input format:
```
! wB97M-V def2-TZVPD RIJCOSX def2/J DEFGRID3
* xyz 0 3
Pd -0.547 0.329 -3.987
P 1.405 -0.735 -4.106
P -1.626 -1.865 -4.013
F 0.595 0.686 0.430
F -1.010 2.161 0.477
F -1.222 0.254 1.587
O -2.148 -0.883 -0.617
O -1.427 0.790 -1.871
C -1.497 0.125 -0.784
C 0.205 -5.393 -2.786
C -0.766 0.816 0.445
C 3.107 -1.531 -4.437
C -0.638 -1.688 -5.664
C -2.497 -3.434 -4.817
C -0.638 -4.495 -2.290
C 2.176 -3.035 -1.481
C 0.766 -2.604 -1.135
C 1.125 -6.267 -1.961
C 2.658 -4.279 -1.602
C 1.606 0.756 -5.127
C 0.628 1.742 -2.793
C 0.721 -2.130 -5.229
C -3.202 -1.041 -3.760
C 1.948 -5.424 -0.981
C -0.497 -3.544 -1.145
H 1.396 -2.296 -6.066
H -2.872 -3.049 -5.777
H 3.159 -2.540 -3.978
H 1.475 1.345 -2.210
H 3.180 -1.619 -5.536
H -0.133 2.086 -2.102
H -3.067 0.002 -4.049
H 3.920 -0.889 -4.065
H -0.612 -4.031 -0.168
H -1.357 -2.836 -1.215
H -1.585 -4.342 -2.827
H 0.970 2.548 -3.441
H 1.245 -5.007 -0.259
H 2.669 -6.063 -0.453
H -1.101 -2.299 -6.430
H 0.686 1.298 -5.410
H 0.710 -3.040 -4.600
H 2.101 0.324 -6.000
H 0.035 -5.757 -3.806
H -3.403 -1.106 -2.680
H 2.255 1.453 -4.587
H -1.830 -4.281 -5.022
H -3.352 -3.771 -4.218
H 2.756 -2.183 -1.869
H 0.742 -2.016 -0.189
H 0.613 -7.040 -1.315
H 3.572 -4.449 -2.166
H 1.771 -6.785 -2.680
H 0.561 -1.829 -1.920
H -0.727 -0.614 -5.904
H -3.948 -1.578 -4.343
*
```

Summary:
Expectation value of S²: 2.017
Energy relative to the best compared isomer or geometry (same formula, charge and spin), kcal/mol: 78.3
HOMO level (alpha / beta), eV: -7.62 / -8.28


no.,electronic energy (hartree)
1,-1528.0338
2,-32168.5941
3,-17357.6653
4,-3072.8086
5,-2973.9292
6,-3823.2964
7,-2598.0775
8,-1926.7348